1.
16
Properties=species:S:1:pos:R:3 method="wB97M-V/def2-TZVPD" orbital_gap_ev=8.3 e_tot_ev=-10438.0295 total_charge=-1 relative_energy_kj_mol=42.1 largest_force_ha_per_bohr=0.042 lumo_ev=4.081
C 0.399 -2.337 -1.954
C 0.709 -0.848 -1.691
O -0.202 0.007 -1.728
O 1.928 -0.614 -1.439
H 0.150 -2.432 -3.008
H -0.472 -2.573 -1.337
H 1.266 -2.893 -1.621
C 0.183 1.171 1.455
C -1.251 1.350 1.954
O 0.385 1.931 0.268
H 0.866 1.596 2.196
H 0.438 0.148 1.168
H -1.319 0.948 2.972
H 0.291 1.329 -0.520
H -1.953 0.791 1.340
H -1.416 2.425 1.945


2.
39
Properties=species:S:1:pos:R:3 method="wB97M-V/def2-TZVPD" orbital_gap_ev="8.3 / 4.5" e_tot_ev=-24289.1731 spin_multiplicity=2 total_charge=+1 largest_force_ha_per_bohr=0.080 lumo_ev="-3.196 / -6.966"
Hf -3.476 34.705 -35.940
C -5.522 33.631 -38.733
O -4.774 33.476 -37.548
H -5.008 34.054 -39.597
H -6.221 32.861 -39.057
H -6.192 34.464 -38.522
C -3.683 37.116 -32.869
O -3.652 36.165 -33.932
H -2.799 37.125 -32.231
H -3.942 38.109 -33.235
H -4.546 36.846 -32.261
C -2.695 36.417 -40.170
C -1.996 36.645 -38.824
O -2.423 36.130 -37.581
H -2.851 35.341 -40.250
H -2.088 36.916 -40.925
H -3.750 36.681 -40.233
H -1.863 37.714 -38.652
H -0.957 36.351 -38.966
C -2.590 33.200 -31.843
C -2.545 32.413 -33.213
O -3.315 32.856 -34.327
H -2.204 34.210 -31.980
H -1.983 32.647 -31.127
H -3.647 33.283 -31.591
H -2.873 31.431 -32.871
H -1.517 32.254 -33.541
O -1.987 33.127 -36.880
H -1.416 33.160 -37.648
H -1.997 32.204 -36.629
O -5.784 34.282 -34.781
H -6.239 34.538 -33.979
H -6.102 33.399 -34.966
O -1.264 35.051 -35.071
H -1.093 35.647 -34.343
H -0.408 34.681 -35.286
O -5.140 36.495 -36.640
H -5.042 36.947 -37.478
H -6.031 36.700 -36.359